ORCA calculation (ωB97M-V/def2-TZVPD) on a cluster of 13 separate species, C39H78O39 in total in a non-equilibrium geometry.

Each atom is followed by the atoms it is bonded to, with distances in Å.
Atoms and positions in Å:
1 C 25.391 -20.155 -17.862  O2 1.423, H7 1.090, H8 1.090, H9 1.090
2 O 25.025 -19.320 -18.955  C1 1.423, C3 1.387
3 C 25.990 -18.505 -19.529  O2 1.387, O4 1.231, O5 1.320
4 O 27.143 -18.351 -19.124  C3 1.231
5 O 25.490 -17.811 -20.534  C3 1.320, C6 1.426
6 C 26.301 -16.831 -21.178  O5 1.426, H10 1.090, H11 1.090, H12 1.090
7 H 26.160 -19.601 -17.324  C1 1.090
8 H 25.921 -21.040 -18.213  C1 1.090
9 H 24.549 -20.256 -17.176  C1 1.090
10 H 25.671 -16.075 -21.646  C6 1.090
11 H 27.005 -17.277 -21.882  C6 1.090
12 H 26.908 -16.289 -20.452  C6 1.090
13 C 27.456 -20.490 -7.498  O14 1.402, H19 1.090, H20 1.090, H21 1.090
14 O 28.206 -21.132 -8.494  C13 1.402, C15 1.320
15 C 27.637 -21.204 -9.683  O14 1.320, O16 1.192, O17 1.398
16 O 26.601 -20.696 -9.981  C15 1.192
17 O 28.546 -21.939 -10.449  C15 1.398, C18 1.414
18 C 28.388 -22.023 -11.852  O17 1.414, H22 1.090, H23 1.090, H24 1.090
19 H 28.129 -20.124 -6.722  C13 1.090
20 H 26.761 -21.167 -7.001  C13 1.090
21 H 26.930 -19.607 -7.861  C13 1.090
22 H 27.343 -21.932 -12.148  C18 1.090
23 H 28.883 -22.898 -12.274  C18 1.090
24 H 28.908 -21.110 -12.144  C18 1.090
25 C 31.342 -19.432 -7.264  O26 1.499, H31 1.090, H32 1.090, H33 1.090
26 O 30.763 -19.782 -8.602  C25 1.499, C27 1.369
27 C 30.905 -18.863 -9.607  O26 1.369, O28 1.236, O29 1.308
28 O 31.136 -17.659 -9.444  C27 1.236
29 O 30.463 -19.388 -10.720  C27 1.308, C30 1.433
30 C 30.674 -18.719 -11.970  O29 1.433, H34 1.090, H35 1.090, H36 1.090
31 H 30.650 -18.920 -6.595  C25 1.090
32 H 32.322 -18.958 -7.316  C25 1.090
33 H 31.557 -20.370 -6.751  C25 1.090
34 H 31.477 -19.269 -12.461  C30 1.090
35 H 30.973 -17.671 -11.963  C30 1.090
36 H 29.793 -18.918 -12.581  C30 1.090
37 C 23.622 -21.146 -8.615  O38 1.415, H43 1.090, H44 1.090, H45 1.090
38 O 23.375 -22.519 -8.377  C37 1.415, C39 1.331
39 C 22.348 -22.774 -7.571  O38 1.331, O40 1.235, O41 1.311
40 O 21.434 -22.025 -7.210  C39 1.235
41 O 22.692 -23.879 -6.955  C39 1.311, C42 1.473
42 C 22.092 -24.420 -5.722  O41 1.473, H46 1.090, H47 1.090, H48 1.090
43 H 22.785 -20.448 -8.651  C37 1.090
44 H 24.044 -21.055 -9.616  C37 1.090
45 H 24.467 -20.751 -8.052  C37 1.090
46 H 22.650 -25.249 -5.288  C42 1.090
47 H 21.157 -24.840 -6.094  C42 1.090
48 H 21.892 -23.608 -5.023  C42 1.090
49 C 23.931 -14.370 -9.585  O50 1.380, H55 1.090, H56 1.090, H57 1.090
50 O 23.406 -15.550 -9.099  C49 1.380, C51 1.400
51 C 23.814 -16.857 -9.388  O50 1.400, O52 1.211, O53 1.406
52 O 23.170 -17.841 -9.096  C51 1.211
53 O 25.005 -16.800 -10.133  C51 1.406, C54 1.395
54 C 25.671 -17.998 -10.390  O53 1.395, H58 1.090, H59 1.090, H60 1.090
55 H 23.821 -14.272 -10.665  C49 1.090
56 H 24.949 -14.082 -9.323  C49 1.090
57 H 23.333 -13.571 -9.145  C49 1.090
58 H 26.187 -18.396 -9.516  C54 1.090
59 H 26.371 -17.763 -11.192  C54 1.090
60 H 25.124 -18.854 -10.784  C54 1.090
61 C 28.541 -19.033 -15.193  O62 1.423, H67 1.090, H68 1.090, H69 1.090
62 O 27.206 -19.145 -14.712  C61 1.423, C63 1.307
63 C 26.761 -20.319 -14.349  O62 1.307, O64 1.224, O65 1.254
64 O 27.233 -21.419 -14.606  C63 1.224
65 O 25.676 -20.129 -13.749  C63 1.254, C66 1.430
66 C 24.790 -21.159 -13.303  O65 1.430, H70 1.090, H71 1.090, H72 1.090
67 H 28.802 -19.828 -15.891  C61 1.090
68 H 29.265 -19.011 -14.379  C61 1.090
69 H 28.829 -18.154 -15.769  C61 1.090
70 H 24.587 -20.949 -12.253  C66 1.090
71 H 25.075 -22.199 -13.463  C66 1.090
72 H 23.956 -21.094 -14.001  C66 1.090
73 C 22.926 -25.883 -15.772  O74 1.441, H79 1.090, H80 1.090, H81 1.090
74 O 23.383 -24.570 -16.152  C73 1.441, C75 1.375
75 C 22.674 -23.406 -15.974  O74 1.375, O76 1.289, O77 1.367
76 O 22.921 -22.332 -16.644  C75 1.289
77 O 21.688 -23.517 -15.034  C75 1.367, C78 1.489
78 C 20.959 -22.280 -14.636  O77 1.489, H82 1.090, H83 1.090, H84 1.090
79 H 21.839 -25.879 -15.692  C73 1.090
80 H 23.365 -26.010 -14.783  C73 1.090
81 H 23.001 -26.643 -16.550  C73 1.090
82 H 20.409 -22.462 -13.713  C78 1.090
83 H 20.389 -21.918 -15.492  C78 1.090
84 H 21.637 -21.457 -14.410  C78 1.090
85 C 30.184 -22.654 -15.608  O86 1.496, H91 1.090, H92 1.090, H93 1.090
86 O 31.652 -22.483 -15.380  C85 1.496, C87 1.348
87 C 32.481 -23.493 -15.712  O86 1.348, O88 1.222, O89 1.272
88 O 32.229 -24.491 -16.371  C87 1.222
89 O 33.640 -23.192 -15.285  C87 1.272, C90 1.448
90 C 34.856 -23.894 -15.641  O89 1.448, H94 1.090, H95 1.090, H96 1.090
91 H 29.901 -23.618 -15.186  C85 1.090
92 H 29.732 -22.483 -16.585  C85 1.090
93 H 29.711 -22.058 -14.828  C85 1.090
94 H 34.857 -24.276 -16.662  C90 1.090
95 H 35.190 -24.731 -15.027  C90 1.090
96 H 35.695 -23.199 -15.623  C90 1.090
97 C 26.063 -16.228 -17.143  O98 1.414, H103 1.090, H104 1.090, H105 1.090
98 O 25.873 -15.128 -16.275  C97 1.414, C99 1.371
99 C 26.636 -14.014 -16.508  O98 1.371, O100 1.249, O101 1.413
100 O 27.380 -13.800 -17.489  C99 1.249
101 O 26.322 -13.077 -15.498  C99 1.413, C102 1.367
102 C 26.984 -11.880 -15.496  O101 1.367, H106 1.090, H107 1.090, H108 1.090
103 H 26.664 -16.001 -18.024  C97 1.090
104 H 25.191 -16.777 -17.497  C97 1.090
105 H 26.709 -16.868 -16.541  C97 1.090
106 H 26.908 -11.326 -14.560  C102 1.090
107 H 26.690 -11.088 -16.184  C102 1.090
108 H 28.035 -12.168 -15.503  C102 1.090
109 C 26.187 -24.766 -10.671  O110 1.448, H115 1.090, H116 1.090, H117 1.090
110 O 24.774 -25.059 -10.549  C109 1.448, C111 1.312
111 C 23.946 -24.937 -11.559  O110 1.312, O112 1.245, O113 1.385
112 O 24.223 -24.587 -12.721  C111 1.245
113 O 22.622 -25.080 -11.182  C111 1.385, C114 1.413
114 C 21.585 -24.863 -12.117  O113 1.413, H118 1.090, H119 1.090, H120 1.090
115 H 26.788 -24.281 -9.902  C109 1.090
116 H 26.612 -24.204 -11.503  C109 1.090
117 H 26.545 -25.794 -10.630  C109 1.090
118 H 21.568 -25.642 -12.878  C114 1.090
119 H 21.695 -23.881 -12.578  C114 1.090
120 H 20.582 -24.976 -11.706  C114 1.090
121 C 23.437 -13.728 -13.974  O122 1.396, H127 1.090, H128 1.090, H129 1.090
122 O 23.534 -14.874 -14.764  C121 1.396, C123 1.372
123 C 23.355 -16.116 -14.207  O122 1.372, O124 1.215, O125 1.366
124 O 23.456 -16.323 -13.015  C123 1.215
125 O 22.842 -16.953 -15.156  C123 1.366, C126 1.382
126 C 22.444 -18.220 -14.772  O125 1.382, H130 1.090, H131 1.090, H132 1.090
127 H 24.261 -13.791 -13.263  C121 1.090
128 H 22.481 -13.542 -13.484  C121 1.090
129 H 23.619 -12.915 -14.677  C121 1.090
130 H 22.331 -18.314 -13.692  C126 1.090
131 H 23.196 -18.891 -15.186  C126 1.090
132 H 21.456 -18.392 -15.199  C126 1.090
133 C 31.504 -19.681 -18.747  O134 1.443, H139 1.090, H140 1.090, H141 1.090
134 O 31.213 -18.799 -19.852  C133 1.443, C135 1.337
135 C 32.250 -18.446 -20.619  O134 1.337, O136 1.240, O137 1.368
136 O 33.444 -18.694 -20.394  C135 1.240
137 O 31.745 -18.123 -21.849  C135 1.368, C138 1.377
138 C 32.596 -17.530 -22.754  O137 1.377, H142 1.090, H143 1.090, H144 1.090
139 H 31.723 -20.686 -19.110  C133 1.090
140 H 30.629 -19.748 -18.101  C133 1.090
141 H 32.302 -19.231 -18.157  C133 1.090
142 H 32.686 -16.476 -22.492  C138 1.090
143 H 32.092 -17.528 -23.720  C138 1.090
144 H 33.595 -17.957 -22.844  C138 1.090
145 C 26.418 -28.700 -12.467  O146 1.448, H151 1.090, H152 1.090, H153 1.090
146 O 26.172 -27.738 -13.521  C145 1.448, C147 1.411
147 C 26.872 -26.515 -13.458  O146 1.411, O148 1.242, O149 1.324
148 O 27.763 -26.235 -12.640  C147 1.242
149 O 26.451 -25.790 -14.483  C147 1.324, C150 1.441
150 C 26.793 -24.390 -14.508  O149 1.441, H154 1.090, H155 1.090, H156 1.090
151 H 26.201 -28.128 -11.565  C145 1.090
152 H 27.429 -29.108 -12.474  C145 1.090
153 H 25.569 -29.383 -12.513  C145 1.090
154 H 27.607 -24.028 -13.881  C150 1.090
155 H 25.881 -23.814 -14.352  C150 1.090
156 H 27.165 -24.109 -15.493  C150 1.090

Its calculated total energy is -121542.1549 eV. As for the frontier orbital gap (alpha / beta): 10.00 / 1.82 eV. As for the HOMO energy (alpha / beta): -12.054 / -12.054 eV. The expectation value of S² is 0.76. The spin multiplicity is 2. For the strongest force on any atom, the calculation gives 5.81 eV/A. As for the net charge: +1. Its energy above the lowest of the compared OMol25 structures with the same formula, charge and spin is 92.17 kcal/mol.